The following is a quantum chemistry calculation of 11 unconnected molecules or ions with the total composition C71H170BrN10O10 in a non-equilibrium geometry, from the OMol25 dataset.

Positions of all 262 atoms, in Å:
C (-6.972, 0.627, -4.276)
C (-7.066, 0.791, -2.745)
C (-6.238, -0.287, -1.939)
C (-4.819, 0.080, -1.496)
C (-4.694, 1.511, -0.961)
C (-5.113, 2.567, -2.094)
N (-6.566, 2.259, -2.386)
O (-7.355, 3.233, -2.939)
C (-4.265, 2.539, -3.356)
C (-5.112, 4.005, -1.485)
C (-8.496, 0.656, -2.316)
H (-7.718, 1.213, -4.813)
H (-7.398, -0.302, -4.654)
H (-5.972, 0.836, -4.656)
H (-6.356, -1.248, -2.439)
H (-6.745, -0.559, -1.013)
H (-4.167, -0.141, -2.341)
H (-4.424, -0.660, -0.800)
H (-3.661, 1.688, -0.664)
H (-5.321, 1.701, -0.089)
H (-3.218, 2.826, -3.261)
H (-4.771, 3.087, -4.151)
H (-4.115, 1.487, -3.599)
H (-4.079, 4.195, -1.194)
H (-5.600, 4.122, -0.518)
H (-5.543, 4.766, -2.135)
H (-8.814, -0.385, -2.379)
H (-9.038, 1.280, -3.026)
H (-8.581, 1.008, -1.288)
C (6.180, 3.802, 0.370)
C (6.707, 2.487, 1.019)
C (6.161, 2.379, 2.511)
C (4.634, 2.139, 2.618)
C (4.222, 0.937, 1.740)
C (4.722, 0.870, 0.306)
N (6.197, 1.289, 0.189)
O (6.907, 1.059, -1.020)
C (3.756, 1.806, -0.499)
C (4.627, -0.615, -0.153)
C (8.273, 2.343, 1.129)
H (6.479, 3.888, -0.675)
H (6.440, 4.738, 0.864)
H (5.094, 3.891, 0.384)
H (6.505, 3.293, 2.994)
H (6.667, 1.536, 2.982)
H (3.979, 3.006, 2.539)
H (4.612, 1.883, 3.678)
H (3.141, 0.845, 1.844)
H (4.604, 0.057, 2.257)
H (4.131, 2.154, -1.461)
H (3.443, 2.754, -0.061)
H (2.751, 1.405, -0.632)
H (3.575, -0.901, -0.119)
H (5.191, -1.339, 0.435)
H (4.845, -0.664, -1.220)
H (8.693, 2.644, 0.169)
H (8.797, 1.422, 1.386)
H (8.710, 2.914, 1.948)
C (1.483, -6.072, 3.649)
C (2.874, -5.603, 4.183)
C (3.098, -4.207, 3.528)
C (4.220, -3.377, 4.241)
C (3.861, -3.223, 5.741)
C (3.903, -4.561, 6.451)
N (2.885, -5.494, 5.677)
O (2.219, -6.570, 6.332)
C (3.273, -4.375, 7.839)
C (5.345, -5.107, 6.613)
C (4.104, -6.472, 3.710)
H (1.366, -7.130, 3.882)
H (1.463, -6.054, 2.560)
H (0.651, -5.473, 4.019)
H (2.171, -3.637, 3.457)
H (3.217, -4.291, 2.447)
H (4.156, -2.464, 3.649)
H (5.153, -3.847, 3.930)
H (2.898, -2.740, 5.903)
H (4.567, -2.481, 6.115)
H (3.785, -3.630, 8.448)
H (3.272, -5.322, 8.380)
H (2.209, -4.145, 7.784)
H (5.895, -4.913, 5.692)
H (5.461, -6.153, 6.894)
H (6.001, -4.562, 7.292)
H (4.097, -7.510, 4.040)
H (5.058, -6.096, 4.082)
H (4.225, -6.524, 2.628)
C (7.292, -3.673, -3.489)
C (6.045, -4.399, -3.068)
N (6.201, -5.184, -1.712)
C (7.225, -6.369, -1.806)
C (6.618, -4.266, -0.527)
C (6.535, -4.947, 0.879)
C (4.875, -5.894, -1.413)
C (3.656, -4.921, -0.908)
O (3.657, -3.992, 0.170)
C (2.415, -3.265, 0.089)
H (7.837, -4.464, -4.005)
H (7.925, -3.177, -2.754)
H (7.193, -2.837, -4.181)
H (5.770, -5.219, -3.731)
H (5.166, -3.767, -2.941)
H (7.231, -6.856, -0.831)
H (8.213, -6.003, -2.084)
H (7.038, -7.171, -2.520)
H (5.970, -3.390, -0.531)
H (7.591, -3.858, -0.802)
H (7.144, -4.370, 1.574)
H (7.008, -5.928, 0.930)
H (5.554, -5.003, 1.352)
H (5.154, -6.546, -0.585)
H (4.795, -6.666, -2.178)
H (2.808, -5.541, -0.619)
H (3.216, -4.445, -1.784)
H (2.143, -2.779, -0.848)
H (2.292, -2.617, 0.956)
H (1.599, -3.948, 0.326)
C (-3.768, -4.738, -8.936)
C (-3.488, -4.241, -7.493)
N (-3.020, -2.705, -7.582)
C (-1.490, -2.551, -7.960)
C (-3.816, -1.854, -8.691)
C (-5.337, -1.762, -8.361)
C (-3.141, -2.040, -6.177)
C (-2.295, -2.739, -5.083)
O (-2.482, -2.002, -3.887)
C (-1.701, -2.601, -2.911)
H (-3.789, -5.826, -9.005)
H (-2.911, -4.459, -9.550)
H (-4.710, -4.382, -9.352)
H (-2.720, -4.696, -6.866)
H (-4.428, -4.135, -6.951)
H (-1.126, -1.559, -7.693)
H (-1.378, -2.555, -9.044)
H (-0.954, -3.344, -7.440)
H (-3.714, -2.239, -9.705)
H (-3.418, -0.843, -8.601)
H (-5.971, -2.648, -8.345)
H (-5.868, -1.130, -9.073)
H (-5.438, -1.295, -7.381)
H (-4.194, -2.067, -5.896)
H (-2.881, -0.981, -6.196)
H (-1.250, -2.612, -5.365)
H (-2.600, -3.780, -4.975)
H (-1.746, -3.690, -2.910)
H (-1.831, -2.130, -1.937)
H (-0.666, -2.447, -3.217)
C (-2.915, 8.717, 1.660)
C (-3.239, 8.071, 3.052)
N (-4.668, 7.302, 3.073)
C (-4.970, 6.779, 4.499)
C (-5.819, 8.370, 2.808)
C (-7.336, 7.903, 2.960)
C (-4.898, 6.176, 1.991)
C (-3.775, 5.146, 1.860)
O (-4.286, 4.198, 2.831)
C (-3.543, 2.971, 3.037)
H (-3.240, 8.062, 0.852)
H (-1.834, 8.822, 1.575)
H (-3.276, 9.711, 1.393)
H (-3.129, 8.744, 3.902)
H (-2.562, 7.240, 3.249)
H (-5.903, 6.223, 4.402)
H (-5.317, 7.613, 5.109)
H (-4.320, 6.101, 5.051)
H (-5.482, 8.795, 1.863)
H (-5.647, 9.104, 3.595)
H (-8.050, 8.634, 2.582)
H (-7.611, 7.675, 3.990)
H (-7.494, 7.059, 2.289)
H (-5.169, 6.672, 1.059)
H (-5.803, 5.631, 2.264)
H (-2.831, 5.685, 1.937)
H (-3.803, 4.766, 0.839)
H (-4.117, 2.502, 3.836)
H (-2.568, 3.174, 3.480)
H (-3.510, 2.346, 2.144)
C (-0.717, -0.227, 7.147)
N (-0.718, 0.078, 5.617)
C (-0.400, -1.275, 5.090)
C (-2.141, 0.487, 5.267)
C (0.311, 1.145, 5.112)
C (0.137, 2.463, 5.937)
O (0.710, 2.320, 7.208)
H (0.224, -0.619, 7.533)
H (-1.380, -1.036, 7.451)
H (-0.935, 0.673, 7.721)
H (0.542, -1.661, 5.480)
H (-0.081, -1.144, 4.056)
H (-1.233, -1.977, 5.063)
H (-2.673, -0.460, 5.359)
H (-2.222, 0.589, 4.184)
H (-2.640, 1.242, 5.875)
H (0.248, 1.212, 4.026)
H (1.331, 0.772, 5.202)
H (-0.925, 2.699, 6.002)
H (0.676, 3.256, 5.418)
H (1.583, 1.935, 7.106)
C (-3.031, -4.043, 4.022)
N (-3.433, -4.371, 2.578)
C (-2.866, -5.785, 2.239)
C (-4.996, -4.386, 2.537)
C (-2.925, -3.336, 1.507)
C (-1.411, -3.524, 1.041)
O (-0.506, -3.252, 2.087)
H (-3.368, -4.862, 4.657)
H (-3.678, -3.184, 4.201)
H (-1.947, -3.973, 3.935)
H (-3.327, -6.630, 2.750)
H (-1.831, -5.742, 2.576)
H (-3.070, -5.963, 1.183)
H (-5.375, -5.329, 2.931)
H (-5.275, -4.325, 1.485)
H (-5.492, -3.560, 3.047)
H (-3.198, -2.420, 2.031)
H (-3.665, -3.415, 0.711)
H (-1.047, -2.815, 0.297)
H (-1.191, -4.509, 0.628)
H (-0.168, -2.357, 2.012)
C (-0.162, 3.230, -4.377)
N (0.687, 2.005, -4.629)
C (2.106, 2.354, -4.191)
C (0.150, 0.956, -3.632)
C (0.469, 1.624, -6.135)
C (1.272, 0.410, -6.591)
O (0.692, -0.776, -5.977)
H (-0.328, 3.426, -3.317)
H (-1.157, 3.022, -4.770)
H (0.213, 4.070, -4.961)
H (2.453, 3.165, -4.832)
H (2.660, 1.444, -4.422)
H (2.187, 2.623, -3.138)
H (-0.024, 1.375, -2.640)
H (0.839, 0.130, -3.457)
H (-0.871, 0.750, -3.953)
H (0.449, 2.496, -6.789)
H (-0.565, 1.286, -6.195)
H (2.327, 0.588, -6.381)
H (1.255, 0.358, -7.680)
H (1.288, -1.125, -5.310)
C (0.657, 4.049, -0.657)
N (0.992, 5.443, -0.180)
C (-0.301, 5.982, 0.412)
C (2.029, 5.431, 0.913)
C (1.404, 6.442, -1.315)
C (2.556, 6.201, -2.232)
O (2.492, 5.152, -3.171)
H (-0.259, 4.307, -1.189)
H (0.298, 3.523, 0.228)
H (1.576, 3.659, -1.095)
H (-0.035, 6.953, 0.829)
H (-0.581, 5.237, 1.157)
H (-1.116, 6.070, -0.307)
H (3.016, 5.156, 0.541)
H (1.782, 4.594, 1.567)
H (2.166, 6.253, 1.615)
H (1.511, 7.415, -0.835)
H (0.481, 6.414, -1.895)
H (3.224, 5.764, -1.489)
H (2.970, 7.120, -2.647)
H (3.406, 5.073, -3.454)
Br (0.234, 0.130, 1.036)

Its charge is +9. As for the electronic energy: -181672.69392 eV. The HOMO-LUMO gap comes out at 0.1932 hartree.